[1]
# C24H16N5OPtSe

C24H16N5OPtSe as an isolated structure (ωB97M-V/def2-TZVPD, the Open Molecules 2025 dataset).

HOMO (eV): -10.67
Total charge: +1
Energy relative to the best compared isomer or geometry (same formula, charge and spin) (kJ/mol): 0.00

Last column: natural (NBO) charge in e.
Cartesian coordinates (Å):
Pt 1.0791 -0.1888 -0.0714  0.650
Se 0.7740 5.5776 -5.1050  1.008
N -0.1395 4.0644 -4.9307  -0.585
C 0.3810 3.4165 -3.9234  0.094
C -0.1039 2.1217 -3.4594  -0.089
C -1.1520 1.4246 -4.0644  -0.091
C -1.5183 0.1955 -3.5611  -0.227
C -0.8536 -0.3097 -2.4471  0.097
N 0.1268 0.3625 -1.8572  -0.483
C 0.5171 1.5499 -2.3567  0.250
C 1.6558 2.1868 -1.6949  0.168
N 2.1844 1.5413 -0.6313  -0.469
C 3.1752 2.1171 0.0418  0.084
C 3.7278 3.3331 -0.3404  -0.232
C 3.2140 3.9880 -1.4388  -0.090
C 2.1407 3.4187 -2.1235  -0.088
C 1.4886 4.0564 -3.2628  0.170
N 1.8511 5.2170 -3.7397  -0.605
H -1.6488 1.8578 -4.9222  0.254
H -2.3187 -0.3768 -4.0067  0.248
H -1.1155 -1.2599 -2.0032  0.242
H 3.5391 1.5896 0.9120  0.211
H 4.5506 3.7454 0.2250  0.247
H 3.6093 4.9388 -1.7705  0.255
N -7.0568 -4.4156 3.7954  -0.280
C -6.0933 -3.9748 3.3520  0.265
C -4.8884 -3.4205 2.7966  -0.169
C -4.4480 -3.8331 1.5413  -0.155
C -3.2964 -3.2898 1.0048  -0.214
C -2.5716 -2.3265 1.7101  -0.036
C -3.0159 -1.9285 2.9731  -0.218
C -4.1661 -2.4701 3.5145  -0.146
C -1.3940 -1.7385 1.1384  -0.029
C -0.4133 -1.2230 0.6530  -0.362
H -5.0115 -4.5765 0.9944  0.235
H -2.9466 -3.6112 0.0332  0.221
H -2.4516 -1.1889 3.5244  0.222
H -4.5119 -2.1614 4.4913  0.233
C 2.3237 -1.1825 3.8165  -0.276
O 1.6909 -0.5870 2.6527  -0.431
C 2.0318 -0.8763 1.4484  0.478
C 3.1912 -1.7914 1.2313  -0.768
H 3.3492 -0.8296 3.8997  0.201
H 2.2881 -2.2661 3.7512  0.206
H 1.7343 -0.8401 4.6586  0.229
H 3.1250 -2.6859 1.8528  0.256
H 4.1122 -1.2675 1.5100  0.258
H 3.2548 -2.0824 0.1879  0.260

---

[2]
# C14H28Cl14

A 7-piece molecular cluster, C14H28Cl14 overall at a distorted geometry (ωB97M-V/def2-TZVPD, the Open Molecules 2025 dataset).

HOMO (eV): -10.54
Energy relative to the best compared isomer or geometry (same formula, charge and spin) (kJ/mol): 85.50
SMILES string: ClCCCl.ClCCCl.ClCCCl.ClCCCl.ClCCCl.ClCCCl.ClCCCl

Last column: natural (NBO) charge in e.
Cartesian coordinates (Å):
Cl -3.1529 2.9142 4.2805  -0.050
C -2.9672 3.0932 2.4956  -0.378
C -1.5090 3.4379 2.1569  -0.405
Cl -1.2009 3.4154 0.4185  -0.074
H -3.7013 3.7764 2.1341  0.220
H -3.2245 2.1341 1.9519  0.217
H -0.8767 2.6711 2.6495  0.244
H -1.1768 4.4360 2.4065  0.225
Cl 2.9241 -2.5720 -0.9263  -0.050
C 4.1068 -3.7366 -1.4113  -0.411
C 4.6321 -3.4986 -2.8181  -0.376
Cl 5.9238 -2.2530 -2.8377  -0.077
H 3.6459 -4.6873 -1.3360  0.226
H 4.9166 -3.7163 -0.6785  0.227
H 3.8557 -3.1814 -3.4994  0.238
H 5.1242 -4.3972 -3.1843  0.225
Cl -0.6743 -1.8115 0.8921  -0.078
C -0.7484 -0.0980 0.3081  -0.397
C -0.2094 0.2191 -1.0167  -0.386
Cl -1.4182 -0.1788 -2.3354  -0.114
H 0.0295 0.3795 0.9911  0.244
H -1.7130 0.2705 0.5408  0.223
H 0.7370 -0.3413 -1.2065  0.230
H 0.0237 1.2881 -1.2048  0.266
Cl -4.7274 -3.5786 1.0671  -0.037
C -5.1121 -1.9949 0.3699  -0.392
C -4.2586 -0.8368 0.9515  -0.404
Cl -4.3541 -0.7339 2.7077  -0.041
H -6.1712 -1.7780 0.5263  0.217
H -4.9452 -2.0232 -0.7146  0.224
H -4.4949 0.0926 0.5065  0.215
H -3.1998 -1.0461 0.6969  0.216
Cl -1.3903 -5.2117 -2.7874  -0.059
C -0.4127 -3.8608 -2.1988  -0.399
C 0.3830 -3.3025 -3.3661  -0.376
Cl 1.5370 -4.4867 -4.0909  -0.080
H 0.3280 -4.1931 -1.4458  0.217
H -1.0458 -3.1595 -1.7063  0.239
H 1.0185 -2.5624 -2.8956  0.225
H -0.3309 -2.9241 -4.0964  0.228
Cl 1.7449 2.0299 2.2627  -0.085
C 2.1622 0.7969 3.5164  -0.371
C 1.1202 -0.3220 3.6648  -0.400
Cl -0.5200 0.1930 4.1781  -0.045
H 2.2453 1.3314 4.4770  0.226
H 3.1292 0.3866 3.2157  0.231
H 1.5156 -0.9773 4.4539  0.228
H 1.0561 -0.9233 2.7667  0.229
Cl 1.0249 3.3759 -2.4905  -0.126
C 1.7728 4.5899 -1.2917  -0.331
C 1.0081 5.8790 -1.3666  -0.368
Cl 1.9305 7.0851 -0.3281  -0.082
H 2.7293 4.6687 -1.7714  0.220
H 1.9070 4.0538 -0.3487  0.232
H 0.0371 5.7419 -0.8440  0.235
H 0.9662 6.1268 -2.3888  0.226

---

[3]
# C7H10

One molecule with the formula C7H10 (ωB97M-V/def2-TZVPD, the Open Molecules 2025 dataset).

HOMO (eV): -9.75
Energy relative to the best compared isomer or geometry (same formula, charge and spin) (kJ/mol): 248.00
SMILES string: C#CC[C@@H]1C[C@@H]1C

Last column: natural (NBO) charge in e.
Cartesian coordinates (Å):
C 2.3444 0.9484 1.5583  -0.273
C 1.8723 0.3229 0.6430  0.020
C 1.3683 -0.3957 -0.5380  -0.491
C 0.0061 -1.0740 -0.4065  -0.217
C -1.1077 -0.6881 -1.3467  -0.416
C -1.2333 -0.3984 0.1213  -0.214
C -1.2487 1.0116 0.6650  -0.609
H 2.7635 1.5070 2.3664  0.238
H 1.3593 0.3043 -1.3819  0.233
H 2.1025 -1.1640 -0.8091  0.243
H 0.0744 -2.1327 -0.1668  0.216
H -1.7242 -1.4619 -1.7964  0.216
H -0.9117 0.1616 -1.9982  0.206
H -1.8986 -1.0740 0.6569  0.211
H -2.2552 1.4390 0.5877  0.210
H -0.9523 1.0250 1.7192  0.218
H -0.5593 1.6691 0.1257  0.209

---

[4]
# C42H78BBr20Cl3FINO3

A 11-piece molecular cluster, C42H78BBr20Cl3FINO3 overall at a distorted geometry (ωB97M-V/def2-TZVPD, the Open Molecules 2025 dataset).

HOMO (eV): -11.24
Total charge: +1

Last column: Löwdin charge in e.
Cartesian coordinates (Å):
C -0.2383 4.9056 -1.1364  0.046
C 1.0016 4.3890 -1.1792  -0.150
C 1.2482 3.0072 -1.7208  -0.142
C 2.3549 2.2113 -1.0047  -0.314
C 3.5978 3.1066 -1.1213  -0.016
C 1.9700 1.8741 0.4823  -0.241
C 0.5116 2.0503 0.9102  -0.222
C 0.2438 3.3429 1.6987  -0.218
O -1.0525 3.8292 1.4717  -0.172
C -2.0608 3.3345 2.3262  -0.258
C -2.6653 1.9927 1.8793  -0.054
C 2.7056 0.5124 0.7172  -0.552
I 2.0466 -0.4386 2.5482  1.173
C 4.2059 0.9140 0.9821  -0.295
C 5.1210 0.3100 2.0568  -0.674
C 5.5846 -1.1118 1.9693  -0.165
Cl 6.6884 1.2870 1.8129  0.619
C 2.4887 -0.3532 -0.6418  -0.287
C 3.6271 -1.3686 -0.7533  -0.050
B 3.3899 -2.8559 -0.1745  -0.897
O 2.3034 -3.2651 0.5121  0.011
O 4.4088 -3.7324 -0.5053  0.051
C 1.1424 -1.0309 -0.9028  -0.582
Cl -0.2467 -0.6983 0.0501  0.845
C 0.8683 -1.9175 -1.8912  -0.668
C -0.4842 -2.5049 -2.1484  -0.131
Cl 2.0341 -2.5250 -3.0358  0.844
N 2.7181 0.8536 -1.6149  0.062
C 2.6141 0.7120 -3.1131  -0.038
C 1.2490 0.8174 -3.8057  -0.356
C 1.1183 -0.0415 -5.0570  -0.045
F 0.1560 0.6186 -2.9771  -0.007
H -1.0899 4.4121 -1.5812  0.075
H -0.4123 5.8323 -0.6112  0.064
H 1.8114 5.0249 -0.8495  0.104
H 1.5850 3.1369 -2.7520  0.110
H 0.2983 2.4939 -1.7770  0.108
H 3.6111 3.8086 -0.2948  0.051
H 4.5331 2.5631 -1.0518  0.038
H 3.5935 3.6630 -2.0539  0.105
H 2.4442 2.7156 0.9876  0.058
H -0.2034 2.0331 0.0959  0.081
H 0.1900 1.2571 1.5696  -0.008
H 0.3607 3.1236 2.7664  0.125
H 0.9579 4.1280 1.4716  0.077
H -2.8488 4.0785 2.2743  0.052
H -1.7390 3.2937 3.3685  0.118
H -2.2661 1.7409 0.9014  0.057
H -3.7436 2.0786 1.7938  0.059
H -2.4270 1.1930 2.5768  0.072
H 4.2590 1.9738 1.1947  0.052
H 4.8007 0.8342 0.0702  0.067
H 4.8672 0.6238 3.0583  0.054
H 6.3967 -1.2523 2.6786  0.084
H 5.9902 -1.3554 0.9918  0.078
H 4.8086 -1.8021 2.2838  0.003
H 4.5501 -0.9750 -0.3342  0.085
H 3.8885 -1.5594 -1.7879  0.078
H 2.1012 -4.1912 0.3410  0.079
H 5.2074 -3.2008 -0.4562  0.095
H -0.4251 -3.2684 -2.9144  0.057
H -1.1556 -1.7175 -2.4853  0.087
H -0.8796 -2.9669 -1.2474  0.079
H 3.7368 0.8845 -1.5520  0.133
H 3.2018 1.5542 -3.4809  0.146
H 3.1849 -0.1496 -3.4385  0.100
H 1.1409 1.8379 -4.1611  0.128
H 2.0762 -0.3267 -5.4763  0.080
H 0.5131 0.4915 -5.7819  0.068
H 0.5331 -0.9137 -4.7766  0.064
Br 3.7560 4.5606 2.5156  0.723
C 4.1689 3.4161 4.0395  -0.664
C 3.6263 3.9889 5.3204  -0.695
Br 4.6999 5.4780 5.9473  0.640
H 5.2472 3.2952 4.0544  0.048
H 3.6941 2.4605 3.8210  0.034
H 3.6658 3.2413 6.1090  0.064
H 2.6101 4.3541 5.2150  0.052
Br 2.9672 -5.8503 5.3149  0.625
C 3.9226 -6.6937 3.8480  -0.713
C 4.9133 -5.7544 3.2168  -0.611
Br 4.0161 -4.4388 2.0792  0.961
H 3.1705 -7.0418 3.1476  0.052
H 4.4270 -7.5495 4.2880  0.025
H 5.5858 -6.2993 2.5578  0.065
H 5.4962 -5.2090 3.9521  0.054
Br -2.0465 -8.2755 -3.0078  0.633
C -1.0396 -6.6730 -3.4271  -0.706
C 0.4419 -6.8796 -3.2643  -0.688
Br 0.9695 -6.8984 -1.3904  0.617
H -1.4230 -5.8867 -2.7849  0.040
H -1.2760 -6.4440 -4.4641  0.063
H 0.9919 -6.0549 -3.7125  0.049
H 0.7834 -7.8163 -3.6906  0.053
Br -4.9014 3.5616 -1.1149  0.607
C -5.7637 4.6629 0.2440  -0.731
C -5.3687 6.1084 0.1333  -0.675
Br -3.5711 6.4020 0.8141  0.663
H -5.5010 4.2335 1.2026  -0.007
H -6.8323 4.5493 0.0773  0.024
H -6.0225 6.7226 0.7481  0.054
H -5.3815 6.4708 -0.8887  0.053
Br -6.1467 -6.5116 -4.3211  0.591
C -6.7189 -8.1866 -5.1286  -0.696
C -5.5939 -9.1825 -5.2073  -0.701
Br -4.3428 -8.7500 -6.6292  0.592
H -7.1239 -7.9409 -6.1040  0.050
H -7.5123 -8.5622 -4.4873  0.058
H -5.9780 -10.1706 -5.4483  0.059
H -5.0174 -9.2295 -4.2893  0.028
Br -9.8236 5.4242 0.8835  0.618
C -9.8422 4.1062 2.3131  -0.693
C -9.2326 4.6464 3.5761  -0.712
Br -7.2923 4.7326 3.4460  0.662
H -9.3221 3.2320 1.9365  0.053
H -10.8893 3.8670 2.4798  0.025
H -9.4464 3.9858 4.4126  0.039
H -9.5741 5.6504 3.8067  0.030
Br -0.9247 -8.9312 4.8249  0.603
C -0.0866 -9.7607 6.3712  -0.697
C 1.2361 -9.1225 6.6963  -0.693
Br 2.6255 -9.6711 5.4544  0.635
H 0.0055 -10.8179 6.1478  0.050
H -0.7848 -9.6205 7.1926  0.059
H 1.5817 -9.4396 7.6773  0.061
H 1.1979 -8.0387 6.6565  0.015
Br 2.2253 1.7577 -8.5510  0.604
C 2.7076 -0.0301 -9.1523  -0.693
C 1.5863 -0.6827 -9.9153  -0.689
Br 0.1699 -1.3028 -8.7337  0.610
H 2.9905 -0.5946 -8.2705  0.041
H 3.5760 0.1044 -9.7922  0.060
H 1.9449 -1.5711 -10.4291  0.060
H 1.1246 -0.0112 -10.6305  0.052
Br 7.3928 2.0166 -1.7374  0.602
C 7.7580 3.5819 -0.6347  -0.696
C 7.7443 4.8502 -1.4438  -0.704
Br 9.3480 5.0404 -2.5205  0.634
H 8.7135 3.4005 -0.1548  0.056
H 6.9709 3.5967 0.1173  0.021
H 7.7282 5.7132 -0.7825  0.063
H 6.9020 4.8983 -2.1261  0.045
Br -12.4687 7.4054 3.9096  0.620
C -13.2108 6.6607 5.5446  -0.691
C -12.3532 5.5556 6.0996  -0.680
Br -12.5444 3.9030 5.0886  0.647
H -14.2165 6.3308 5.3088  0.052
H -13.2547 7.4877 6.2489  0.060
H -12.6587 5.3101 7.1135  0.060
H -11.2981 5.8075 6.0888  0.046

---

no.,HOMO-LUMO gap (Ha)
1,0.2493
2,0.3991
3,0.3994
4,0.3383